No. 1
The following is a DFT calculation (ωB97M-V/def2-TZVPD) of a structure of composition C35H36N6SZr.

Cartesian coordinates (Å):
Zr  -0.4337  0.2055  0.0126
C  1.7884  -0.8788  -3.5620
C  1.1343  0.1197  -2.6656
C  1.8961  0.9105  -1.7945
C  1.3434  2.0135  -1.1382
C  2.1926  2.9770  -0.3628
C  -0.0193  2.3127  -1.3539
C  -0.8253  1.5126  -2.1880
C  -2.2029  1.9361  -2.6247
C  -0.2378  0.3843  -2.7843
H  2.1113  -0.3582  -4.4699
H  1.0998  -1.6611  -3.8796
H  2.6772  -1.3237  -3.1163
H  2.9670  0.7444  -1.7387
H  2.3439  3.8748  -0.9694
H  3.1820  2.5788  -0.1459
H  1.7093  3.3053  0.5600
H  -0.3654  3.2958  -1.0660
H  -2.2314  1.9661  -3.7151
H  -2.4555  2.9352  -2.2741
H  -2.9773  1.2377  -2.3062
H  -0.8111  -0.1660  -3.5224
C  -1.9910  4.1717  1.7318
C  -1.3675  4.1974  2.9718
C  -0.7220  3.0508  3.4166
C  -0.6305  1.9543  2.5747
N  -1.1214  1.9793  1.3109
C  -1.8501  3.0472  0.9439
C  -0.1578  0.6266  3.0231
C  0.4369  0.4073  4.2573
C  0.7189  -0.8918  4.6523
C  0.3500  -1.9440  3.8218
C  -0.2203  -1.6532  2.5996
N  -0.4459  -0.3961  2.1812
H  -2.5698  5.0160  1.3831
H  -1.4141  5.0793  3.5978
H  -0.3275  3.0228  4.4220
H  -2.3527  2.9847  -0.0123
H  0.6785  1.2377  4.9048
H  1.2040  -1.0825  5.6014
H  0.5116  -2.9715  4.1174
H  -0.5229  -2.4473  1.9268
C  3.7086  -0.5368  1.5881
C  3.9980  -1.8305  1.1715
C  3.0604  -2.5225  0.4188
C  1.8606  -1.9095  0.0883
N  1.5852  -0.6491  0.4915
C  2.4946  0.0089  1.2303
C  0.8169  -2.5488  -0.7403
C  1.0289  -3.7380  -1.4149
C  0.0364  -4.2444  -2.2453
C  -1.1577  -3.5508  -2.3539
C  -1.3209  -2.3843  -1.6297
N  -0.3586  -1.8701  -0.8403
H  4.4138  0.0335  2.1771
H  4.9418  -2.2935  1.4304
H  3.2765  -3.5327  0.1029
H  2.2345  1.0162  1.5362
H  1.9588  -4.2783  -1.3126
H  0.2047  -5.1573  -2.8023
H  -1.9539  -3.9070  -2.9929
H  -2.2534  -1.8450  -1.6794
C  -6.4322  -2.0281  3.3845
C  -5.5860  -2.2995  2.1994
C  -5.5708  -3.4889  1.5039
C  -4.7247  -3.6284  0.4031
N  -3.8647  -2.6397  0.0611
C  -3.9036  -1.5107  0.7131
S  -3.0128  -0.0992  0.1918
N  -4.7514  -1.3228  1.7582
C  -4.7489  -4.8411  -0.4472
H  -7.3218  -2.6538  3.3819
H  -6.7328  -0.9820  3.4497
H  -5.8765  -2.2717  4.2954
H  -6.2330  -4.2916  1.7952
H  -4.8100  -0.4033  2.1790
H  -5.5818  -5.4918  -0.1941
H  -3.8211  -5.4082  -0.3364
H  -4.8233  -4.5541  -1.4972

Atoms 1-6, force components in eV/Å:
Zr -0.382 0.150 -0.169
C -0.014 -0.177 0.083
C -0.051 0.125 -0.064
C -0.215 0.179 -0.195
C -0.119 0.227 -0.136
C 0.072 0.051 -0.047

The calculation puts the gap between HOMO and LUMO at 7.41 eV. As for the energy above the lowest of the compared OMol25 structures with the same formula, charge and spin: 27.5 kcal/mol. As for the multiplicity: 1. The charge is +4.

---

No. 2
The following is a DFT calculation (ωB97M-V/def2-TZVPD) of a structure of composition C35H36NO4P3V.

Cartesian coordinates (Å):
V  -0.0710  -0.3485  0.3578
C  5.5255  1.5717  1.7561
C  4.3522  1.1363  2.3504
C  3.2775  0.7398  1.5657
C  3.3743  0.7738  0.1796
C  4.5615  1.2062  -0.4125
C  5.6306  1.6067  0.3712
P  1.9916  0.1401  -0.8397
C  2.1139  1.1897  -2.3325
C  2.0362  0.6906  -3.6286
C  1.9784  1.5561  -4.7137
C  1.9857  2.9281  -4.5123
C  2.0530  3.4358  -3.2197
C  2.1156  2.5730  -2.1378
C  2.6217  -1.5059  -1.3085
C  3.6752  -1.7596  -2.1451
C  4.1847  -3.0699  -2.2638
C  3.6791  -4.0739  -1.4893
C  2.6241  -3.8313  -0.5758
C  2.1587  -4.8314  0.3143
C  1.1804  -4.5323  1.2140
C  0.5666  -3.2554  1.2077
C  0.9357  -2.2385  0.3512
C  2.0428  -2.5420  -0.5166
H  6.3611  1.8856  2.3688
H  4.2668  1.1102  3.4293
H  2.3573  0.4115  2.0305
H  4.6471  1.2353  -1.4915
H  6.5473  1.9448  -0.0952
H  2.0021  -0.3789  -3.7920
H  1.9215  1.1582  -5.7191
H  1.9383  3.6022  -5.3579
H  2.0552  4.5064  -3.0577
H  2.1603  2.9662  -1.1270
H  4.1436  -0.9572  -2.7029
H  5.0032  -3.2672  -2.9447
H  4.1007  -5.0712  -1.5489
H  2.6052  -5.8188  0.2849
H  0.8498  -5.2872  1.9187
H  -0.2462  -3.0981  1.9134
C  -1.4827  3.0331  -0.7459
P  -1.3851  1.2240  -1.0005
C  -1.2188  1.1924  -2.8292
C  -3.1702  0.7687  -0.8707
C  -3.3037  -0.7123  -1.2138
P  -2.0299  -1.6581  -0.2747
C  -2.9187  -1.9536  1.3018
C  -2.0793  -3.2970  -1.0653
H  -2.1445  3.4655  -1.4984
H  -0.4905  3.4749  -0.8272
H  -1.8637  3.2605  0.2492
H  -2.1187  1.6109  -3.2849
H  -1.0660  0.1746  -3.1896
H  -0.3580  1.7872  -3.1298
H  -3.7889  1.3972  -1.5160
H  -3.4752  0.9514  0.1649
H  -3.1238  -0.8684  -2.2807
H  -4.2976  -1.1094  -0.9937
H  -3.8721  -2.4502  1.1141
H  -3.1034  -0.9960  1.7910
H  -2.3227  -2.5716  1.9712
H  -3.0960  -3.6913  -1.1119
H  -1.4459  -3.9738  -0.4917
H  -1.6679  -3.2288  -2.0726
O  0.5947  2.7163  1.5206
C  -0.1304  1.9252  2.0904
O  -0.0087  0.6213  2.0295
C  -1.2879  2.4071  2.9347
C  -2.1186  1.5148  3.6046
C  -3.1886  1.9844  4.3461
C  -3.4017  3.3497  4.4019
C  -2.5865  4.2600  3.7555
C  -1.5191  3.7769  3.0167
N  -4.5535  3.8573  5.1910
O  -5.2624  3.0383  5.7364
O  -4.7139  5.0581  5.2381
H  -1.9093  0.4567  3.5439
H  -3.8508  1.3182  4.8788
H  -2.7933  5.3167  3.8375
H  -0.8529  4.4506  2.4960

Atoms 1-6, force components in eV/Å:
V 0.445 -0.109 -0.001
C 0.022 0.005 0.015
C 0.001 0.004 0.006
C -0.031 -0.011 -0.004
C 0.056 -0.022 -0.055
C -0.033 -0.003 0.039

The calculation puts the gap between HOMO and LUMO (alpha / beta) at 6.48 / 5.74 eV. As for the energy above the lowest of the compared OMol25 structures with the same formula, charge and spin: 0.0 kcal/mol. As for the multiplicity: 2. The charge is 0.